[1]
136
Properties=species:S:1:pos:R:3:mulliken_charge:R:1 method="wB97M-V/def2-TZVPD" total_charge=+1 lumo_energy_ev=-5.72
C -6.49406 -2.75544 -2.25872 -0.451
C -5.89804 -3.38551 -1.04657 -0.023
N -4.42643 -3.62187 -0.78536 0.303
C -3.70113 -2.37564 -0.32611 -0.151
C -2.58367 -2.68399 0.87969 -0.370
C -3.47063 -3.01437 2.22424 -0.427
N -4.61468 -3.91566 1.81617 -0.185
C -4.39872 -4.54823 0.44851 -0.229
N -4.24099 -5.91059 0.38405 -0.139
H -7.18703 -1.79710 -2.09868 0.020
H -6.39297 -3.15245 -3.36242 0.303
H -6.67359 -3.78226 -0.23037 0.181
H -3.05851 -1.89121 -1.20460 0.065
H -4.43944 -1.57374 0.16051 0.291
H -1.81042 -3.51172 0.58600 0.153
H -1.95001 -1.70443 1.12357 0.205
H -3.94772 -1.98310 2.57789 0.286
H -2.85047 -3.45342 3.11395 0.254
H -5.54284 -3.41111 1.84928 0.385
H -3.35656 -6.43050 0.19526 0.203
H -5.11120 -6.50854 0.51518 0.242
C 1.48860 -2.53748 -0.19535 0.016
Cl 1.49948 -1.47519 1.22268 0.099
Cl 1.41155 -4.23664 0.30080 -0.124
Cl 0.13062 -2.13839 -1.26125 -0.038
H 2.41811 -2.38223 -0.74903 0.082
C 3.64932 -5.89750 -2.62084 0.075
Cl 3.23779 -6.04445 -4.33794 -0.006
Cl 5.05845 -6.89830 -2.23096 -0.137
Cl 3.95231 -4.20410 -2.19641 0.001
H 2.80042 -6.25359 -2.03159 0.110
C 0.54215 2.38264 2.40655 0.657
Cl -0.07033 1.63247 0.92281 -0.101
Cl 1.46518 1.20983 3.36141 0.164
Cl 1.54001 3.79572 2.02312 0.011
H -0.31185 2.71551 3.00198 -0.768
C -0.24156 -8.25359 -4.33285 0.446
Cl 1.17660 -9.30274 -4.49867 -0.099
Cl 0.12897 -6.86609 -3.29517 -0.103
Cl -0.80196 -7.70907 -5.92313 -0.081
H -1.04327 -8.82986 -3.86400 -0.182
C 2.96240 -6.43913 -7.99295 0.468
Cl 1.35670 -6.77603 -8.66197 -0.118
Cl 3.86253 -7.94532 -7.74721 -0.112
Cl 3.86177 -5.34318 -9.05576 -0.127
H 2.83591 -5.95141 -7.02301 -0.113
C -3.65086 -1.90587 -5.22079 0.654
Cl -3.67021 -3.42023 -6.14042 -0.129
Cl -2.54693 -2.03027 -3.84053 0.010
Cl -3.19137 -0.54989 -6.26470 -0.118
H -4.65867 -1.72126 -4.84014 -0.413
C 7.45128 -2.58038 -1.88154 -0.061
Cl 8.75554 -1.38112 -1.89060 -0.103
Cl 6.03719 -1.95509 -1.01633 -0.082
Cl 7.01556 -3.03818 -3.53687 -0.108
H 7.80739 -3.47246 -1.35999 0.321
C 5.15568 5.01482 1.30583 0.819
Cl 6.53147 6.08841 0.99925 -0.106
Cl 5.33368 4.20747 2.87291 -0.015
Cl 3.63381 5.91999 1.24161 -0.128
H 5.13481 4.25029 0.52499 -0.515
C -2.08724 1.19027 5.07695 -0.358
Cl -2.49877 1.04332 3.35985 0.039
Cl -0.67811 0.18947 5.46683 -0.060
Cl -1.78425 2.88367 5.50137 -0.065
H -2.93614 0.83418 5.66619 0.514
C -2.90262 5.08533 1.74140 -0.188
Cl -1.58583 4.69693 2.86148 -0.114
Cl -3.96837 3.68653 1.52513 -0.103
Cl -3.82198 6.48391 2.32305 0.002
H -2.46641 5.33905 0.77186 0.389
C 4.59805 -1.01995 4.27462 -0.095
Cl 5.90230 0.17931 4.26556 -0.039
Cl 3.18396 -0.39466 5.13984 -0.143
Cl 4.16233 -1.47775 2.61930 -0.063
H 4.95415 -1.91204 4.79618 0.327
C -3.53002 -10.97395 -3.33858 -0.041
Cl -2.55239 -10.31166 -4.65957 -0.101
Cl -2.84886 -12.50707 -2.76867 -0.107
Cl -3.64555 -9.81115 -2.00663 -0.070
H -4.53730 -11.16446 -3.71770 0.335
C -7.40952 0.34227 -4.90780 0.052
Cl -7.54500 -1.18237 -5.80027 -0.125
Cl -8.09868 0.17600 -3.28402 -0.094
Cl -5.71778 0.86094 -4.81555 -0.037
H -7.97543 1.10740 -5.44537 0.226
C 4.12427 9.56151 2.12277 0.458
Cl 3.01449 10.81321 1.53882 -0.070
Cl 5.78180 9.90693 1.60074 -0.131
Cl 4.04224 9.43163 3.88797 -0.129
H 3.82027 8.60383 1.69254 -0.126
C -7.65486 4.37094 -3.31415 0.017
Cl -8.26734 3.62077 -4.79789 -0.116
Cl -6.73182 3.19813 -2.35928 -0.081
Cl -6.65699 5.78402 -3.69758 -0.114
H -8.50885 4.70381 -2.71872 0.317
C -6.73243 9.36590 1.98980 0.008
Cl -6.75179 7.85154 1.07017 -0.084
Cl -5.62851 9.24149 3.37006 -0.119
Cl -6.27295 10.72187 0.94589 -0.118
H -7.74024 9.55050 2.37045 0.302
C 6.54178 1.87129 -1.36302 0.583
Cl 5.02993 2.78726 -1.48416 -0.180
Cl 7.42572 1.92389 -2.89765 -0.082
Cl 7.54572 2.49922 -0.04493 -0.112
H 6.29635 0.82927 -1.14254 -0.244
C 9.32486 -1.78981 5.93117 0.023
Cl 7.71915 -2.12672 5.26215 -0.098
Cl 10.22499 -3.29600 6.17690 -0.122
Cl 10.22423 -0.69386 4.86835 -0.115
H 9.19836 -1.30209 6.90111 0.282
C -2.44982 -10.58282 1.71052 -0.007
Cl -2.46918 -12.09718 0.79089 -0.073
Cl -1.34590 -10.70722 3.09078 -0.112
Cl -1.99034 -9.22684 0.66661 -0.090
H -3.45763 -10.39821 2.09117 0.290
C 2.45725 15.03071 1.52234 0.055
Cl 3.77404 14.64230 2.64243 -0.106
Cl 1.39151 13.63190 1.30607 -0.122
Cl 1.53789 16.42928 2.10399 -0.124
H 2.89346 15.28443 0.55281 0.291
C 4.80697 2.47983 7.39748 -0.055
Cl 4.97992 0.72992 7.61494 -0.101
Cl 6.04915 3.34672 8.31657 -0.124
Cl 4.89403 2.90487 5.67955 -0.009
H 3.82648 2.77872 7.77689 0.289
C -6.54092 3.80203 4.47326 -0.159
Cl -5.12276 2.75288 4.30744 -0.006
Cl -6.17039 5.18953 5.51094 -0.107
Cl -7.10132 4.34655 2.88298 -0.068
H -7.34263 3.22576 4.94211 0.344
C 7.52018 5.56093 -5.39113 -0.013
Cl 7.38470 4.03629 -6.28360 -0.120
Cl 6.83102 5.39466 -3.76735 -0.058
Cl 9.21193 6.07960 -5.29888 -0.120
H 6.95428 6.32606 -5.92870 0.316

---

[2]
79
Properties=species:S:1:pos:R:3:mulliken_charge:R:1 method="wB97M-V/def2-TZVPD" total_charge=-1 lumo_energy_ev="2.15 / 2.15"
Y -0.09109 0.44155 0.89589 0.135
N 3.07489 -0.85682 4.05000 -0.384
N -1.68954 1.83778 1.58348 -0.481
C -0.23401 -1.75470 -0.90182 1.110
C -0.44987 -2.28620 0.41907 0.039
C 0.82857 -2.61552 0.96701 0.806
C 1.09094 -3.39555 2.19239 -1.545
H 0.17344 -3.84960 2.58022 0.444
H 1.45704 -2.73528 3.03362 0.049
H 1.82591 -4.19651 2.00758 0.302
C 1.82059 -2.16753 0.06131 0.743
C 3.28170 -2.31658 0.25505 -1.865
H 3.64209 -3.32891 0.00488 0.405
H 3.56008 -2.11294 1.29752 0.302
H 3.83500 -1.60634 -0.37078 0.340
C 1.18343 -1.68993 -1.10675 0.603
C 1.90806 -1.41897 -2.36952 -1.730
H 2.74428 -0.72263 -2.20091 0.254
H 1.26050 -0.98014 -3.13822 0.324
H 2.34821 -2.34133 -2.79582 0.298
C -1.75685 -2.67835 1.01143 -1.293
H -2.03149 -3.72450 0.78169 0.328
H -2.58067 -2.05035 0.63858 -0.153
H -1.73634 -2.59399 2.10915 0.416
C -1.27443 -1.68337 -1.96219 -1.363
H -0.98252 -0.99996 -2.77263 0.283
H -2.24305 -1.33646 -1.57059 0.072
H -1.46407 -2.67186 -2.42964 0.331
C 4.02660 -0.00025 4.42627 -0.500
H 4.96188 -0.38323 4.82872 0.365
C 3.81177 1.40476 4.29746 -0.376
H 4.63227 2.05962 4.54738 0.306
C 2.59995 1.91238 3.80350 -0.425
H 2.42564 3.01017 3.71694 0.262
C 1.53335 1.01558 3.52202 -0.170
H 0.49495 1.35474 3.40741 0.799
C 1.78069 -0.38145 3.95523 -0.265
C 0.96435 -1.45325 4.25987 -0.832
H -0.10806 -1.29870 4.12764 0.168
C -1.90755 1.82535 0.22862 0.195
C -2.95742 1.88170 2.22275 -0.969
H -3.06403 1.60678 3.26647 0.420
C -3.89662 2.03074 1.26054 -0.494
H -4.93648 2.23064 1.38521 0.709
N -3.23379 1.87290 0.02197 0.092
C -3.78129 1.47428 -1.20794 0.463
C -4.92231 0.66406 -1.27671 0.883
C -5.39184 0.33532 -2.56136 -1.049
H -6.33164 -0.21644 -2.69099 0.298
C -4.66651 0.70747 -3.70158 0.830
C -5.24536 0.54108 -5.06911 -1.482
H -4.45873 0.38306 -5.80805 0.373
H -5.79142 1.44556 -5.35627 0.277
H -5.94338 -0.29466 -5.09379 0.372
C -3.41014 1.29593 -3.55940 -0.870
H -2.78630 1.49037 -4.43399 0.335
C -2.94332 1.68565 -2.30381 0.868
C -1.55041 2.17282 -2.13372 -0.976
H -1.37785 2.73245 -1.16002 0.373
H -1.25547 2.82126 -2.96584 0.585
H -0.84281 1.31710 -2.15324 -0.100
C -5.52439 -0.00173 -0.07572 -1.341
H -5.80269 0.70125 0.71735 0.301
H -4.83568 -0.75116 0.36224 0.081
H -6.44047 -0.54385 -0.35405 0.382
N 1.88457 1.72523 0.02956 0.032
C 3.28560 1.43628 -0.25218 0.248
C 4.00561 0.80014 0.74745 0.608
C 5.37271 0.55583 0.57121 -0.549
C 6.01488 0.99360 -0.59296 -0.623
C 5.27521 1.62180 -1.60170 -0.491
C 3.89384 1.83944 -1.44364 -0.785
H 1.81185 2.21939 0.93021 0.374
H 1.51526 2.37149 -0.66898 0.239
H 3.49312 0.48935 1.66401 -0.202
H 5.92503 0.02812 1.35254 0.442
H 7.09299 0.84001 -0.70424 0.359
H 5.78640 1.94203 -2.51499 0.357
H 3.31669 2.32399 -2.23824 0.336